DFT (ωB97M-V/def2-TZVPD) results for 7 unconnected molecules or ions with the total composition C19H56N10O7 in a non-equilibrium geometry.

Each atom is followed by the atoms it is bonded to, with distances in Å.
Cartesian coordinates (Å):
1 C -2.93795 4.24437 -0.75858  C2 1.597, H7 1.090, H8 1.090, H9 1.090
2 C -2.86133 5.53560 0.17745  C1 1.597, C3 1.557, N6 1.438, H10 1.090
3 C -1.76482 5.35775 1.26896  C2 1.557, O4 1.424, H11 1.090, H12 1.090
4 O -1.92740 4.23144 2.12417  C3 1.424, C5 1.423
5 C -3.11085 4.30051 2.91113  O4 1.423, H13 1.090, H14 1.090, H15 1.090
6 N -2.53200 6.64315 -0.67811  C2 1.438, H16 1.010, H17 1.010
7 H -3.32403 3.39605 -0.19343  C1 1.090
8 H -1.98953 3.94239 -1.20289  C1 1.090
9 H -3.66763 4.34096 -1.56254  C1 1.090
10 H -3.74230 5.72015 0.79221  C2 1.090
11 H -1.44228 6.27064 1.76967  C3 1.090
12 H -0.89872 5.04978 0.68319  C3 1.090
13 H -3.08113 3.70319 3.82241  C5 1.090
14 H -3.99539 4.00757 2.34554  C5 1.090
15 H -3.28969 5.26342 3.38958  C5 1.090
16 H -2.36741 7.41261 -0.04491  N6 1.010
17 H -3.25746 7.00068 -1.28307  N6 1.010
18 C 1.90642 -2.60147 -1.75700  C19 1.532, H24 1.090, H25 1.090, H26 1.090
19 C 3.32289 -3.18565 -1.76784  C18 1.532, C20 1.576, N23 1.441, H27 1.090
20 C 3.53416 -4.37969 -2.77490  C19 1.576, O21 1.404, H28 1.090, H29 1.090
21 O 2.41382 -5.20426 -2.58359  C20 1.404, C22 1.464
22 C 2.31267 -6.28921 -3.56110  O21 1.464, H30 1.090, H31 1.090, H32 1.090
23 N 4.18897 -2.04750 -1.94476  C19 1.441, H33 1.010, H34 1.010
24 H 1.07478 -3.30607 -1.75832  C18 1.090
25 H 1.78445 -2.00394 -2.66043  C18 1.090
26 H 1.70107 -1.86390 -0.98116  C18 1.090
27 H 3.49544 -3.67745 -0.81053  C19 1.090
28 H 4.48683 -4.83340 -2.50162  C20 1.090
29 H 3.52193 -3.94025 -3.77232  C20 1.090
30 H 3.13710 -6.99658 -3.47141  C22 1.090
31 H 2.33915 -5.87363 -4.56843  C22 1.090
32 H 1.41333 -6.89187 -3.43424  C22 1.090
33 H 3.93563 -1.38402 -1.22664  N23 1.010
34 H 3.95432 -1.56248 -2.79905  N23 1.010
35 C -1.40824 -1.51940 -4.25198  C36 1.566, H41 1.090, H42 1.090, H43 1.090
36 C -2.78445 -1.30244 -3.53647  C35 1.566, C37 1.561, N40 1.457, H44 1.090
37 C -3.11752 -2.60095 -2.73623  C36 1.561, O38 1.474, H45 1.090, H46 1.090
38 O -3.04036 -3.84706 -3.51955  C37 1.474, C39 1.443
39 C -3.22580 -4.98749 -2.65494  O38 1.443, H47 1.090, H48 1.090, H49 1.090
40 N -2.72114 -0.16906 -2.62376  C36 1.457, H50 1.010, H51 1.010
41 H -1.43131 -2.47209 -4.78107  C35 1.090
42 H -0.61007 -1.48075 -3.51068  C35 1.090
43 H -1.13627 -0.77099 -4.99630  C35 1.090
44 H -3.60373 -1.09520 -4.22489  C36 1.090
45 H -4.09770 -2.42760 -2.29205  C37 1.090
46 H -2.52356 -2.82594 -1.85040  C37 1.090
47 H -3.72545 -4.72088 -1.72361  C39 1.090
48 H -2.27048 -5.44572 -2.39904  C39 1.090
49 H -3.69043 -5.76512 -3.26116  C39 1.090
50 H -2.61898 0.68809 -3.14812  N40 1.010
51 H -3.69634 -0.19448 -2.36216  N40 1.010
52 C 3.57157 -0.46297 2.02407  C53 1.520, H58 1.090, H59 1.090, H60 1.090
53 C 2.93860 -0.23864 3.38795  C52 1.520, C54 1.527, N57 1.477, H61 1.090
54 C 4.00280 0.01624 4.45283  C53 1.527, O55 1.433, H62 1.090, H63 1.090
55 O 4.99325 -0.98947 4.70167  C54 1.433, C56 1.432
56 C 6.01539 -0.49320 5.57336  O55 1.432, H64 1.090, H65 1.090, H66 1.090
57 N 1.83242 0.73941 3.42925  C53 1.477, H67 1.010, H68 1.010
58 H 2.68546 -0.57679 1.39961  C52 1.090
59 H 4.18506 -1.36239 2.07683  C52 1.090
60 H 4.17011 0.36736 1.64938  C52 1.090
61 H 2.39190 -1.15829 3.59645  C53 1.090
62 H 3.56781 0.33704 5.39939  C54 1.090
63 H 4.45965 0.93430 4.08329  C54 1.090
64 H 5.65094 -0.26870 6.57579  C56 1.090
65 H 6.35389 0.39823 5.04527  C56 1.090
66 H 6.79712 -1.24254 5.69780  C56 1.090
67 H 1.28475 0.67270 4.27524  N57 1.010
68 H 1.22934 0.29176 2.75396  N57 1.010
69 C -0.97716 -0.31524 0.41265  O70 1.189, N71 1.305, N72 1.294
70 O -0.19860 -0.22413 1.30625  C69 1.189
71 N -1.60605 0.70965 -0.09539  C69 1.305, H73 1.010, H74 1.010
72 N -1.04431 -1.40181 -0.28729  C69 1.294, H75 1.010, H76 1.010
73 H -1.82010 0.59629 -1.07592  N71 1.010
74 H -1.55635 1.64184 0.29016  N71 1.010
75 H -0.63129 -2.26084 0.04677  N72 1.010
76 H -1.61629 -1.33713 -1.11721  N72 1.010
77 C -0.98390 2.82036 -3.53857  O78 1.229, N79 1.328, N80 1.318
78 O -2.10710 2.43808 -3.86043  C77 1.229
79 N -0.32297 2.36235 -2.48208  C77 1.328, H81 1.010, H82 1.010
80 N -0.18695 3.73734 -4.04903  C77 1.318, H83 1.010, H84 1.010
81 H -0.69993 1.55446 -2.00740  N79 1.010
82 H 0.59276 2.70540 -2.22939  N79 1.010
83 H 0.71110 3.84800 -3.60029  N80 1.010
84 H -0.47645 4.40829 -4.74625  N80 1.010
85 C -0.62776 0.45929 5.53445  O86 1.173, N87 1.328, N88 1.323
86 O 0.50806 0.64535 5.75848  C85 1.173
87 N -1.23617 0.12044 4.40331  C85 1.328, H89 1.010, H90 1.010
88 N -1.60823 0.44250 6.42196  C85 1.323, H91 1.010, H92 1.010
89 H -2.19638 -0.18877 4.45323  N87 1.010
90 H -0.71214 0.02051 3.54569  N87 1.010
91 H -2.50237 0.10787 6.09236  N88 1.010
92 H -1.46313 0.70411 7.38663  N88 1.010

Its expectation value of S² is 0.754. The LUMO energy (alpha / beta) comes out at -1.93 / -7.09 eV. For the frontier orbital gap (alpha / beta), the calculation gives 9.26 / 4.09 eV. The calculation puts the total energy at -1831.39140 hartree. Its spin multiplicity is 2. The net charge is +1.

Table of Löwdin atomic charges, one value per atom, all in e:
1. C -0.036
2. C -0.416
3. C -0.206
4. O -0.187
5. C -0.118
6. N 0.028
7. H 0.058
8. H 0.051
9. H 0.075
10. H 0.119
11. H 0.125
12. H 0.116
13. H 0.077
14. H 0.084
15. H 0.090
16. H 0.069
17. H 0.080
18. C -0.083
19. C -0.420
20. C -0.194
21. O -0.208
22. C -0.063
23. N 0.029
24. H 0.067
25. H 0.071
26. H 0.050
27. H 0.131
28. H 0.127
29. H 0.123
30. H 0.082
31. H 0.083
32. H 0.083
33. H 0.052
34. H 0.070
35. C -0.029
36. C -0.376
37. C -0.174
38. O -0.190
39. C -0.092
40. N 0.026
41. H 0.075
42. H 0.057
43. H 0.074
44. H 0.143
45. H 0.119
46. H 0.092
47. H 0.084
48. H 0.079
49. H 0.089
50. H 0.043
51. H 0.097
52. C -0.009
53. C -0.320
54. C -0.190
55. O -0.173
56. C -0.073
57. N 0.368
58. H 0.070
59. H 0.105
60. H 0.103
61. H 0.196
62. H 0.130
63. H 0.129
64. H 0.091
65. H 0.090
66. H 0.097
67. H 0.051
68. H 0.071
69. C -0.782
70. O 0.012
71. N 0.181
72. N 0.201
73. H 0.037
74. H 0.113
75. H 0.128
76. H 0.059
77. C -0.711
78. O 0.023
79. N 0.150
80. N 0.171
81. H 0.067
82. H 0.113
83. H 0.108
84. H 0.127
85. C -0.732
86. O 0.099
87. N 0.177
88. N 0.169
89. H 0.118
90. H 0.070
91. H 0.111
92. H 0.131